{"formula": "C41H44F6N9PS3SbTi", "method": "ωB97M-V with the def2-TZVPD basis set", "symbols": ["Ti", "S", "C", "N", "C", "C", "N", "C", "C", "C", "C", "C", "C", "C", "C", "S", "C", "C", "C", "C", "C", "C", "C", "H", "H", "H", "H", "H", "H", "H", "H", "H", "H", "H", "H", "H", "H", "H", "H", "H", "H", "N", "C", "C", "N", "C", "C", "N", "C", "C", "N", "H", "H", "H", "H", "H", "H", "F", "Sb", "F", "F", "F", "F", "F", "C", "C", "C", "N", "N", "C", "N", "S", "H", "H", "H", "H", "H", "H", "H", "C", "P", "C", "C", "C", "C", "C", "C", "C", "C", "C", "C", "C", "C", "H", "H", "H", "H", "H", "H", "H", "H", "H", "H", "H", "H", "H"], "coordinates": [[0.188326, 0.859933, -0.899843], [-1.700768, -0.276723, 0.626418], [-1.180854, -1.850651, 0.972345], [-1.983264, -2.890327, 0.940596], [-1.488260, -4.198991, 1.365482], [-0.547152, -4.039399, 2.532806], [0.512741, -3.097681, 2.177135], [1.797708, -3.283649, 2.863702], [1.699802, -2.860534, 4.319657], [1.909015, -3.790350, 5.329581], [1.801456, -3.414678, 6.661707], [1.466765, -2.112911, 6.995293], [1.250379, -1.180493, 5.989437], [1.367222, -1.549226, 4.659219], [0.229612, -2.044138, 1.434181], [1.359354, -0.867189, 1.047688], [-3.386281, -2.833397, 0.511826], [-4.328972, -2.944434, 1.690826], [-5.040311, -4.120008, 1.900743], [-5.925696, -4.217231, 2.965140], [-6.092796, -3.145134, 3.827267], [-5.375043, -1.973372, 3.628016], [-4.492790, -1.872227, 2.564124], [-0.978653, -4.680437, 0.525340], [-2.340351, -4.809196, 1.657771], [-0.095771, -4.999422, 2.775029], [-1.077633, -3.682600, 3.420892], [2.554575, -2.710537, 2.334824], [2.052859, -4.341430, 2.813414], [2.175752, -4.810906, 5.081273], [1.976719, -4.144301, 7.440370], [1.373575, -1.824038, 8.032987], [0.990722, -0.161278, 6.245723], [1.208018, -0.814273, 3.880804], [-3.553584, -3.665502, -0.174657], [-3.539745, -1.895109, -0.014726], [-4.929296, -4.956122, 1.219262], [-6.487711, -5.129441, 3.111214], [-6.789297, -3.219225, 4.651068], [-5.511231, -1.134363, 4.297055], [-3.943086, -0.952456, 2.400585], [-2.389719, 3.291796, -3.189437], [-1.827470, 4.389444, -2.585827], [-0.888987, 3.911280, -1.726622], [-0.869919, 2.541418, -1.798856], [-1.791237, 2.199703, -2.695884], [-1.964724, 0.795480, -2.950654], [-1.258485, -0.027862, -2.189514], [-1.536668, -1.298399, -2.607826], [-2.435127, -1.234823, -3.629782], [-2.699777, 0.095122, -3.828642], [-3.126932, 3.329400, -3.876434], [-2.132001, 5.395755, -2.813222], [-0.235526, 4.468130, -1.079038], [-1.050947, -2.160454, -2.184086], [-2.886380, -2.007848, -4.226334], [-3.309161, 0.457914, -4.545292], [1.169796, -0.341768, -1.584544], [2.509772, -1.730172, -4.829411], [1.049784, -2.790831, -5.337180], [1.157138, -0.346409, -4.531497], [3.817668, -3.014794, -5.242366], [2.722166, -0.838282, -6.487615], [2.382434, -2.444317, -3.060041], [-2.942254, 3.162326, 3.655944], [-2.385388, 3.821192, 2.384214], [-1.095209, 3.203618, 1.982998], [-0.870305, 2.550500, 0.905689], [0.394001, 2.033537, 0.802417], [1.143098, 2.306183, 1.862639], [2.421885, 1.943302, 2.020328], [0.305883, 3.250706, 3.043545], [-3.924613, 3.573255, 3.877660], [-2.297457, 3.355414, 4.513635], [-3.039466, 2.084237, 3.525417], [-2.230813, 4.885126, 2.577020], [-3.088504, 3.718979, 1.558520], [2.796088, 1.198123, 1.459970], [2.871016, 2.111067, 2.906696], [3.594156, 3.226948, -0.732446], [2.365714, 2.252645, -1.674721], [3.471456, 0.955889, -2.405079], [3.652785, 0.760169, -3.771540], [4.438981, -0.324457, -4.247468], [5.085542, -1.168019, -3.315735], [4.899785, -0.965104, -1.962448], [4.097049, 0.075157, -1.517551], [1.944608, 3.341964, -3.066720], [1.177524, 2.796908, -4.102600], [0.793652, 3.577878, -5.178050], [1.140986, 4.923502, -5.217334], [1.867671, 5.477249, -4.174427], [2.268295, 4.696641, -3.099170], [4.276005, 3.683254, -1.448990], [4.168521, 2.596100, -0.058696], [3.102980, 4.006332, -0.150032], [3.248353, 1.458332, -4.492388], [4.767241, -0.330198, -5.283281], [5.747620, -1.946080, -3.670793], [5.393152, -1.607225, -1.246248], [3.961877, 0.204742, -0.449113], [0.893201, 1.751305, -4.062535], [0.231946, 3.132598, -5.989462], [0.846910, 5.536388, -6.058607], [2.140826, 6.523537, -4.201285], [2.833444, 5.159938, -2.301446]], "forces_ev_per_a": [[-0.813, -0.312, 1.937], [0.137, 0.275, -0.090], [-0.731, -0.240, -0.077], [0.588, 0.429, 0.003], [0.233, -0.296, 0.128], [-0.361, -0.078, 0.075], [-0.315, 0.308, -0.318], [0.269, 0.163, 0.456], [-0.147, -0.069, -0.083], [0.060, -0.001, -0.078], [0.006, -0.045, 0.094], [-0.003, -0.021, -0.027], [-0.033, 0.060, -0.042], [0.027, -0.066, 0.024], [0.741, -0.192, 0.341], [0.025, -0.024, -0.120], [-0.515, 0.046, 0.095], [0.117, -0.100, -0.082], [-0.035, 0.047, -0.019], [0.009, -0.052, 0.004], [-0.032, -0.029, 0.019], [0.071, 0.038, -0.008], [-0.009, -0.008, 0.000], [-0.087, 0.020, -0.036], [-0.019, 0.041, 0.000], [0.044, 0.026, -0.015], [0.060, 0.015, -0.001], [-0.017, -0.057, -0.073], [-0.014, 0.016, -0.138], [-0.014, -0.016, -0.003], [-0.002, -0.011, -0.002], [0.017, -0.003, 0.009], [0.005, -0.004, 0.012], [-0.029, 0.059, -0.041], [0.110, -0.004, 0.004], [0.066, -0.032, -0.067], [-0.002, 0.005, -0.024], [-0.011, 0.006, 0.024], [-0.001, 0.001, 0.008], [-0.009, -0.006, 0.011], [-0.016, 0.031, -0.003], [-0.016, -0.198, -0.029], [0.234, 0.106, 0.170], [-0.008, 0.205, -0.022], [-0.062, -0.452, -0.476], [0.069, 0.451, -0.011], [-0.126, -0.414, -0.046], [-0.072, 0.668, -0.586], [0.052, -0.256, -0.174], [0.132, -0.220, 0.166], [0.057, 0.233, 0.027], [-0.022, -0.047, -0.006], [-0.025, -0.011, -0.021], [-0.008, -0.022, 0.021], [0.004, -0.008, -0.033], [0.003, 0.009, -0.025], [-0.019, 0.031, -0.006], [0.739, -0.808, -1.304], [-1.689, -0.507, -0.617], [0.431, 0.075, -0.026], [0.794, -0.450, 0.569], [-0.127, 0.414, 0.078], [0.229, -0.294, 0.518], [0.122, 0.786, -0.483], [-0.009, 0.051, -0.127], [-0.135, -0.023, 0.284], [0.345, -0.032, 0.119], [-0.643, 0.240, 0.201], [0.031, 0.594, 0.653], [-0.019, 0.140, 0.000], [-0.105, 0.128, 0.074], [0.027, -0.161, -0.273], [0.004, 0.000, 0.038], [-0.018, -0.029, 0.028], [-0.007, -0.007, 0.013], [-0.017, 0.020, -0.119], [0.075, 0.005, -0.062], [0.024, -0.068, 0.030], [0.066, -0.030, -0.018], [-0.353, 0.026, 0.227], [0.940, -0.074, -1.064], [-0.270, -0.036, -0.116], [0.293, 0.082, 0.143], [0.095, 0.348, 0.489], [0.063, 0.161, -0.033], [0.087, -0.049, 0.119], [-0.056, 0.020, -0.269], [-0.328, -0.067, 0.079], [0.016, -0.019, 0.171], [-0.053, -0.052, -0.019], [0.003, -0.016, 0.058], [0.026, 0.117, -0.049], [0.085, -0.099, 0.069], [0.003, -0.043, -0.019], [-0.033, -0.024, -0.008], [0.044, 0.013, 0.037], [-0.107, -0.109, -0.019], [-0.132, -0.044, -0.023], [-0.105, -0.080, -0.027], [0.000, -0.018, -0.011], [0.021, -0.057, 0.041], [0.038, -0.048, -0.154], [0.018, 0.013, -0.019], [0.013, 0.008, -0.008], [-0.011, 0.008, 0.003], [0.026, 0.000, -0.018]], "mulliken_charge": [0.65, 0.00, 0.07, 0.45, -0.83, -0.68, 0.37, -1.52, 0.77, -0.47, -0.69, -0.50, -0.78, 0.33, -0.39, 0.01, -1.36, 0.59, -0.32, -0.73, -0.46, -0.79, -0.13, 0.29, 0.48, 0.54, 0.36, 0.41, 0.54, 0.39, 0.41, 0.42, 0.43, 0.26, 0.53, 0.55, 0.43, 0.42, 0.41, 0.43, 0.42, 0.01, -1.33, -0.49, 1.74, -0.32, -0.49, 1.66, -0.91, -1.19, 0.01, 0.20, 0.46, 0.61, 0.69, 0.44, 0.20, -0.31, 2.14, -0.55, -0.53, -0.50, -0.50, -0.56, -1.14, -0.46, 0.13, -0.73, 0.97, -0.02, -0.09, -0.13, 0.40, 0.40, 0.26, 0.37, 0.25, -0.06, 0.28, -1.78, 2.55, 0.69, -0.53, -0.58, -0.56, -1.10, -0.08, 0.47, -0.46, -1.10, -0.87, -0.78, -1.10, 0.64, 0.43, 0.54, 0.45, 0.56, 0.45, 0.51, 0.15, 0.31, 0.57, 0.48, 0.48, 0.47], "total_charge": 3, "e_lumo_ev": -8.86, "homo_energy_ev": -15.41, "e_tot_ev": -144378.043}